79
Properties=species:S:1:pos:R:3:lowdin_charge:R:1 method="wB97M-V/def2-TZVPD" energy_ha=-1725.64903 total_charge=+1 orbital_gap_ev=4.5 homo_energy_ha=-0.353 molar_mass_g_mol=540.7
C -12.9991 -51.9896 10.8942 0.05
N -12.4119 -52.9567 9.9371 -0.06
C -12.1283 -54.2071 10.3358 0.01
C -11.5326 -55.1081 9.4832 0.03
C -11.2489 -54.7120 8.1758 -0.12
C -11.5144 -53.3954 7.8066 0.05
C -12.0775 -52.5342 8.7119 0.00
C -10.4735 -55.5924 7.2509 -0.10
C -9.4935 -55.0433 6.4343 0.06
C -8.8148 -55.8843 5.5888 0.03
N -9.1124 -57.1918 5.5071 -0.08
C -10.0279 -57.7445 6.2967 0.01
C -10.7899 -56.9523 7.1456 0.06
C -8.3460 -58.0683 4.5823 0.04
H -12.4144 -51.0884 10.7038 0.07
H -12.7695 -52.2368 11.9253 0.11
H -14.0432 -51.8805 10.6183 0.12
H -12.2162 -54.4359 11.3882 0.15
H -11.2640 -56.0944 9.8323 0.13
H -11.2360 -53.0361 6.8257 0.12
H -12.3702 -51.5044 8.5643 0.14
H -9.3247 -53.9729 6.4960 0.08
H -7.9244 -55.5658 5.0630 0.15
H -10.1948 -58.8095 6.2366 0.15
H -11.4979 -57.4025 7.8254 0.13
H -7.2956 -58.1060 4.8664 0.11
H -8.4629 -57.6608 3.5817 0.11
H -8.6802 -59.1016 4.6044 0.10
F -10.2169 -50.5212 9.5406 -0.50
N -9.4057 -52.5138 11.3584 0.03
C -9.2907 -52.5085 12.7269 -0.14
C -8.7839 -53.7046 13.1083 -0.13
C -8.4230 -54.4761 11.9882 -0.09
C -8.7988 -53.6725 10.9102 -0.16
H -9.5694 -51.7711 10.6793 0.08
H -9.5570 -51.6594 13.3350 0.10
H -8.6558 -54.0348 14.1296 0.10
H -7.9939 -55.4622 11.9813 0.09
H -8.7888 -53.8960 9.8522 0.09
N -8.2237 -48.3398 9.2444 0.01
C -7.0387 -48.4442 8.6173 -0.14
C -6.7802 -47.2152 8.0073 -0.09
C -7.8849 -46.3864 8.3470 -0.13
C -8.7774 -47.1016 9.0889 -0.17
H -8.6852 -49.0901 9.7450 0.11
H -6.4255 -49.3289 8.6442 0.10
H -5.9479 -47.0033 7.3586 0.09
H -7.9881 -45.3677 8.0036 0.10
H -9.7163 -46.8016 9.5223 0.10
N -11.5116 -48.6155 11.3404 0.00
C -12.0913 -47.3769 11.2606 -0.13
C -12.6546 -47.1375 12.4916 -0.11
C -12.3971 -48.2385 13.3543 -0.10
C -11.6865 -49.1329 12.6014 -0.16
H -11.1654 -49.1489 10.5482 0.08
H -12.1179 -46.8228 10.3384 0.10
H -13.2509 -46.2763 12.7508 0.09
H -12.6850 -48.2832 14.3903 0.09
H -11.2112 -50.0863 12.7761 0.08
N -8.6541 -51.6248 7.4011 0.06
C -7.4908 -52.3631 7.4899 -0.14
C -7.1121 -52.7539 6.2249 -0.13
C -8.1318 -52.3500 5.3580 -0.14
C -9.0338 -51.6118 6.0884 -0.15
H -9.1560 -51.2661 8.2138 0.08
H -6.9124 -52.4550 8.3963 0.11
H -6.2362 -53.3455 6.0108 0.10
H -8.1895 -52.6588 4.3244 0.10
H -9.9983 -51.2290 5.7902 0.10
N -10.4560 -47.8858 6.4416 0.03
C -10.4999 -47.1814 5.2572 -0.11
C -11.4101 -47.7939 4.4381 -0.10
C -11.9704 -48.8706 5.1963 -0.13
C -11.3190 -48.9459 6.4007 -0.17
H -9.9019 -47.6261 7.2452 0.09
H -9.8643 -46.3152 5.1846 0.11
H -11.7901 -47.5362 3.4643 0.09
H -12.7699 -49.4972 4.8301 0.08
H -11.4381 -49.6544 7.2036 0.08